DFT (ωB97M-V/def2-TZVPD) results for a molecular structure, C21H22N10PtS3.

Geometry (Å):
H 0.8842 -4.6685 0.5816
C 3.8848 -1.1174 2.9753
H -0.7942 5.6646 2.1098
H 2.0135 5.8391 1.2992
C -4.4597 0.2836 -0.1338
H -0.2224 -0.6398 -5.7131
S -0.1279 2.4621 -1.3246
N -0.2691 -0.2714 -2.6092
C 0.1952 3.6440 -0.0200
H -0.8937 -4.7038 0.4708
C -3.9891 -0.0797 -2.3238
H 2.7071 4.0439 -1.5923
H -1.1840 4.0987 2.8312
N 3.2260 -1.3163 6.4200
N 6.0847 -2.2538 3.7084
H -5.2030 0.4130 0.6431
C 1.7167 -0.1877 3.4949
C 3.0808 -1.0824 5.3058
H -2.4374 3.5149 -0.4489
H 0.4931 6.1657 0.4275
H -2.3907 2.6509 1.1094
Pt -0.0292 0.2600 -0.5584
H 4.4420 -1.1149 0.9083
N 1.3540 4.2795 0.0104
H 1.5075 -0.4939 -3.8015
N -1.6972 -0.3999 -4.3167
H -2.8145 4.3687 1.0522
C -0.0312 -2.8078 0.4091
S 2.2679 0.1384 -0.4961
C -0.5471 4.6044 2.1070
H 2.5727 2.6416 -0.5033
H 3.4169 4.0992 0.0335
C 0.4350 -0.4262 -3.7177
N -4.8951 0.0971 -1.3715
C -2.1924 3.5967 0.6041
C 2.5834 3.7231 -0.5571
N -0.4232 -0.5130 -4.7303
C -3.1040 0.3158 0.1760
C 1.5197 0.0878 2.1514
H -0.1045 -4.1704 1.9761
N -0.7968 3.9847 0.7977
C -1.5712 -0.2482 -3.0276
N -2.2006 0.1530 -0.7842
H 2.0288 6.1831 -0.4376
C -0.0377 -4.1751 0.8883
H 0.9588 0.0589 4.2269
C -2.6311 -0.0571 -2.0388
H -4.3367 -0.2435 -3.3366
H -2.7402 0.4595 1.1854
C 2.8995 -0.7887 3.9135
H 0.4889 4.4593 2.3966
S 0.0460 0.9252 1.6391
N -0.0252 -1.7242 0.0476
C 1.4708 5.7025 0.3651
C 5.1056 -1.7509 3.3834
C 3.6764 -0.8502 1.6261
C 2.4966 -0.2503 1.2138

The highest occupied orbital energy comes out at -13.69 eV. Its charge is +2. The LUMO energy is -6.98 eV. The calculation puts the orbital gap at 0.2466 hartree.


DFT (ωB97M-V/def2-TZVPD) results for C21H22N2O2 in the gas phase at a distorted geometry.

Geometry (Å):
N -4.6072 1.8345 -0.1421
H 0.7811 3.4991 -0.4011
H 0.8306 -4.5556 -3.6090
C -5.8110 0.3790 -3.3080
H 2.0509 -0.3305 2.6299
C -0.3312 2.2618 0.9399
H 1.6907 -3.2395 -4.4552
C -1.4543 -1.8692 -1.4856
H 1.0835 0.4190 -1.5451
C -4.7205 1.2250 -1.3835
C -5.8913 1.0821 -2.0978
H -2.4693 -0.4327 -3.2894
C -2.5593 0.9483 -0.5957
H -6.5981 2.3368 0.0847
H -2.3831 -2.0585 -0.9445
H -1.4986 -3.7346 -2.5701
C 0.4908 -0.4558 -1.8313
C -3.4154 -0.0255 -2.9432
O -1.2388 2.7460 1.6112
H -4.5376 -0.7053 -4.6647
H -5.6785 2.1681 1.6157
H -1.7841 -0.4663 0.6008
H -6.7038 0.2703 -3.9196
C 1.5802 0.5462 2.1744
H 1.1586 1.1823 2.9678
C -0.7431 -0.7023 -1.2193
H 0.8981 3.9428 1.3226
C 0.5023 -0.0065 1.2923
O 0.2139 -1.1975 1.2873
H -5.4708 3.6183 0.5972
C 0.9946 -1.4045 -2.7330
C 0.2690 -2.5680 -3.0102
C -0.9524 -2.8066 -2.3782
C -3.4602 0.6432 -1.7212
H 1.8030 2.5250 0.6791
C 0.8775 3.1008 0.6178
C -4.5835 -0.1590 -3.7196
C -3.3341 1.6472 0.3322
H 2.3521 1.0948 1.6205
N -0.3000 0.8993 0.4790
C -5.6454 2.5318 0.5797
H -6.8204 1.4924 -1.6974
H 1.9720 -1.2644 -3.2092
C 0.7319 -3.5509 -4.0361
H -3.0390 2.0289 1.2945
H -0.0068 -3.6183 -4.8455
C -1.3270 0.2154 -0.1425

The highest occupied orbital energy comes out at -7.42 eV. Its charge is 0. The LUMO energy is 0.59 eV. The calculation puts the orbital gap at 0.2945 hartree.


DFT (ωB97M-V/def2-TZVPD) results for C21H22N2OSi in the gas phase at a distorted geometry.

Geometry (Å):
C 1.7302 -1.3727 -0.5428
N -2.8675 0.7863 -3.1362
C -3.3644 2.1030 -3.1363
H -3.6039 -1.1210 -3.4920
H -4.6817 0.2329 -4.0418
C -1.6718 0.3372 -2.4590
C 0.2341 -1.1987 -2.5429
C -0.5808 2.6098 3.0594
C -0.8705 -0.6114 -3.1249
H 4.3066 -0.0628 2.4180
C 5.5960 -2.5391 0.8674
C 3.6412 -0.8945 2.6069
C -0.7456 2.5046 1.6963
H 0.2870 3.1353 3.4499
H -0.9991 -0.8377 -4.1689
C -2.5067 1.2408 3.3714
H 2.6005 -0.5756 2.5661
H 2.0410 -4.0438 1.7441
C -1.3173 0.6580 -1.1534
C -2.6349 1.0579 2.0128
O -4.3717 2.4462 -3.7327
C -1.9815 1.7169 -0.3744
H 0.8669 -1.8640 -3.0949
C -1.8041 1.7752 1.1300
H 3.4298 -4.1716 2.8267
H -1.2713 2.0102 4.9658
C -0.2292 0.0474 -0.5457
H 5.7570 -3.5698 0.6008
H 0.0662 0.3778 0.4500
C 2.6794 -1.7445 0.0982
H -3.1948 -0.1433 -4.9695
H 6.3381 -2.1902 1.5762
C -1.4366 1.9510 3.9062
C -2.5766 3.0281 -2.2778
H -2.9604 4.0541 -2.3501
C -3.6763 -0.1338 -3.9810
H 3.5693 -4.7795 1.1694
H -3.4676 0.5412 1.5858
C 3.1270 -3.9914 1.8050
H -1.5418 3.0296 -2.6368
H -0.1053 3.0323 1.0013
H 5.7111 -1.8979 -0.0087
Si 3.8270 -2.2688 1.3324
H -3.1980 0.7360 4.0551
H 3.8533 -1.2285 3.6025
C 0.5602 -0.9006 -1.2145
N -2.5626 2.7294 -0.9134

The highest occupied orbital energy comes out at -8.59 eV. Its charge is 0. The LUMO energy is 0.08 eV. The calculation puts the orbital gap at 0.3186 hartree.


DFT (ωB97M-V/def2-TZVPD) results for a molecular structure, C21H22N2Pt at a distorted geometry.

Geometry (Å):
H -1.6999 2.6311 1.2404
C 0.6597 -0.7718 5.1822
C 1.7512 0.1188 -1.7827
H 2.6674 -4.3577 -0.7748
C 0.3564 -2.2518 0.5683
H -2.0166 0.7159 7.6068
C -3.1282 0.6210 -0.5723
H -0.1810 3.2869 0.5595
C 1.0736 -3.4247 0.3613
C 0.9593 2.3307 -1.9341
C 2.0990 -3.4495 -0.5923
C 2.8753 1.6803 -3.2418
H 1.7898 -1.2417 6.9490
H 0.8216 -4.2991 0.9515
H 3.1498 -2.2424 -2.0706
H -1.5392 2.8665 -0.5220
H -0.4053 -2.1462 1.3350
C -3.3395 -0.6125 0.3165
Pt -0.2955 0.6945 0.2669
H 0.2340 3.0523 -1.5735
C -0.0590 -0.2317 7.4423
H -4.3637 -0.6090 0.7017
C 1.5851 -1.1488 -1.1083
C -0.6559 0.0542 3.2774
N 0.6117 -1.1361 -0.1493
H 3.6608 1.9058 -3.9604
C -1.2440 0.3339 6.9352
C -0.4805 -0.1030 4.6706
H -3.1171 1.5119 0.0472
C 2.7734 0.4073 -2.6966
H -3.2394 -1.5329 -0.2650
H -2.2023 0.5856 -1.1651
C 0.8824 -0.7839 6.5555
C -1.0043 2.5770 0.3925
H -2.3195 0.9302 5.1372
H 1.9801 3.6669 -3.2469
H 3.4510 -0.4025 -2.9492
H -3.9609 0.7104 -1.2781
H 1.3683 -1.2462 4.4931
C 2.3626 -2.2950 -1.3199
H 0.1291 -0.2437 8.5203
H -2.6544 -0.6669 1.1655
C -0.7094 0.3155 2.0652
C 1.9482 2.6526 -2.8564
C -1.4370 0.4342 5.5537
N 0.8823 1.0985 -1.3796

Its spin multiplicity is 3. The highest occupied orbital energy (spin up / spin down) comes out at -4.97 / -8.44 eV. The expectation value of S² is 2.048. Its charge is 0. The LUMO energy (spin up / spin down) is 0.48 / -2.67 eV. The calculation puts the orbital gap (spin up / spin down) at 0.2003 / 0.2122 hartree.


DFT (ωB97M-V/def2-TZVPD) results for C21H22N6O3S in the gas phase at a distorted geometry.

Geometry (Å):
C -2.8417 -1.3833 -2.2193
C -1.9842 -1.9354 -3.0551
H 1.6096 2.9893 -0.9621
H 0.2815 -3.0152 2.3065
C -0.6832 2.0638 -0.3106
H 0.5445 -0.8840 1.3265
H -5.7594 3.1023 2.1267
H -7.2856 2.6428 0.2039
O 6.2954 -0.5743 1.1591
C 7.9852 0.6573 -0.0246
C 2.1402 2.1286 -0.5873
H 6.0009 1.8127 -0.8632
C -1.6229 -1.9864 0.7402
H 4.1154 -0.9257 0.7007
N -2.7796 -1.5521 0.1780
C 3.5695 -0.0705 0.3423
H -0.4028 2.9449 0.2746
N 5.6427 1.0613 -0.2904
C -4.4695 1.4631 1.6406
C 3.5237 2.1131 -0.6571
C 0.6545 -3.3490 1.3403
H -6.7517 0.7194 -1.2962
O 0.0919 0.9459 0.0388
H -1.6456 -2.9508 -2.9299
N 1.4608 -1.1284 0.9462
C -6.1233 0.9610 -0.4485
N -2.2103 -0.2670 1.8630
H 1.0208 -4.3735 1.3875
C 1.7536 -2.4400 0.7917
H -1.5879 -1.3988 -3.8999
N -5.0767 0.1733 -0.2836
C -3.1095 -0.4477 0.9241
C -6.4180 2.0282 0.3849
H -1.7126 1.7949 -0.0770
H -3.7724 1.6037 2.4501
H 4.0394 2.9634 -1.0805
S -0.7614 -3.3863 0.1910
H -0.6002 2.2918 -1.3789
H -4.4721 -1.9127 -0.9376
C -4.2610 0.4116 0.7422
C 4.2470 1.0221 -0.1916
C -5.5665 2.2804 1.4528
C 1.4558 1.0487 -0.0558
H -3.1754 -3.1563 -1.0521
H 8.6753 0.0047 0.5014
H 8.1957 1.6904 0.2452
H -3.1700 -0.3597 -2.3362
N -1.2843 -1.2173 1.7531
C 2.1882 -0.0589 0.4122
C -3.3964 -2.0863 -1.0127
O 2.7434 -2.8871 0.2610
H 8.1251 0.5371 -1.0968
C 6.5642 0.2910 0.3621

The highest occupied orbital energy comes out at -7.67 eV. Its charge is 0. The LUMO energy is 0.21 eV. The calculation puts the orbital gap at 0.2897 hartree.


DFT (ωB97M-V/def2-TZVPD) results for a molecular structure, C21H22O19Pd2 at a distorted geometry.

Geometry (Å):
H -4.2350 -2.7605 0.8508
H -2.5275 -4.0953 0.8412
H 1.3908 -3.8013 -2.4637
C -5.6609 -1.2281 5.1315
H -6.8799 -2.0849 3.6493
H -0.2557 -3.1299 -2.0513
O 1.7230 8.7509 0.3192
C -0.2610 -0.3142 -1.3039
O 7.1125 2.3062 -0.9270
C -3.4019 -3.0973 -1.8363
O -2.4975 -3.8388 -1.1590
O 7.6757 0.0866 -1.5549
O -1.2431 0.1742 0.7690
H 1.5097 4.7327 -1.3590
H 2.6992 4.9716 -0.0411
C -0.1889 -5.1725 -2.5936
O -3.7694 -3.2477 -2.9893
H 1.0945 4.8462 1.4380
C -0.3427 0.4132 -0.0670
Pd -1.3328 1.4571 2.3880
C 6.0872 2.7690 -0.0841
O -3.9028 -2.1546 -1.0795
O 2.3491 1.6539 -3.0863
H -6.4916 -0.5268 5.2106
C 0.5264 -5.5395 -0.4730
O 2.0864 6.7237 -0.8299
H 0.4079 -5.3011 -3.4966
O -4.4076 -0.5753 4.8344
H 4.5565 2.3802 -1.5606
H -0.8938 -1.1785 -1.4418
O 0.6820 -4.2968 -0.6583
H 2.2085 2.8237 -0.8959
O 0.6169 6.7879 0.8896
H 5.8852 3.8325 -0.2119
H -0.2524 5.0407 0.2476
C -2.3495 -3.2813 0.1386
O 0.4081 2.2617 1.2455
C 0.6050 1.6577 0.1947
H 4.2222 1.7547 0.0847
Pd 2.1479 0.1818 -4.9660
O -3.1513 -0.2275 2.9935
H -1.3850 -2.8142 0.3378
C 1.8245 5.3842 -0.5437
O 0.5034 -6.0941 0.5904
C 1.5170 1.9967 -0.9618
H -1.2709 -5.1672 -2.7257
C 0.7104 5.4174 0.5928
C 6.9140 1.0404 -1.2301
O 0.6828 -0.6872 -3.2789
C 1.4737 7.5607 0.1221
C -5.8358 -2.1345 3.9585
C 1.5420 1.2282 -2.0988
H -5.5411 -3.0944 4.3825
O 0.2768 -6.1237 -1.6404
C -3.4508 -2.3037 0.2471
C 0.6206 0.0470 -2.2673
H -3.2470 -1.3132 0.6539
C 0.4405 -3.9630 -1.9548
C -4.1204 -0.7516 3.5383
O 5.6282 0.7533 -1.0765
O -4.9930 -1.5837 2.9119
H 6.3442 2.7427 0.9749
C 4.9913 1.9325 -0.6669
H -5.5746 -1.8266 6.0383

Its spin multiplicity is 5. The highest occupied orbital energy (spin up / spin down) comes out at -14.54 / -14.54 eV. The expectation value of S² is 6.085. Its charge is +2. The LUMO energy (spin up / spin down) is -9.43 / -11.74 eV. The calculation puts the orbital gap (spin up / spin down) at 0.1879 / 0.1029 hartree.


DFT (ωB97M-V/def2-TZVPD) results for a molecular structure, C21H23AsIrNS2 at a distorted geometry.

Geometry (Å):
H 3.7942 -2.2330 -2.6381
H 4.3020 1.3087 -0.7987
C 1.2271 2.8299 1.3160
C -3.6297 -3.7712 -1.7638
S -0.0417 -2.6801 -0.5168
C 0.2372 2.6038 2.2797
H -4.2393 1.4999 2.4268
C -2.3399 -3.7657 -1.2943
Ir 0.4827 -0.1771 0.0028
C -3.5281 -1.3949 -2.1102
H 1.3334 -0.0468 -3.6222
H 0.1525 2.6162 -0.3897
C 4.2908 0.2267 -0.9287
C -1.6751 -0.6105 1.8336
C 2.3489 3.5749 1.6574
C -3.2290 1.1639 2.2581
C -0.6422 0.3233 1.7244
H -2.3770 3.1121 2.5467
N 1.0451 2.3209 0.0028
C -2.2101 -1.3572 -1.6367
C 2.2517 0.3398 -3.1784
H 3.3582 -2.8060 -1.0111
H 1.5135 4.4544 4.8176
C -0.8792 1.6648 2.0660
H 4.6145 -0.2463 0.0003
H -4.1671 -4.7031 -1.8351
H 3.0949 0.0731 -3.8171
H 4.9873 -0.0485 -1.7238
H -0.4267 3.0384 4.2512
C 1.4412 3.9976 3.8416
C 2.4563 4.1503 2.9110
C -4.2378 -2.5715 -2.1452
H -1.4809 -1.6771 1.7813
H -5.2680 -2.5679 -2.4667
H 3.1399 3.7126 0.9348
H 2.1512 -2.8065 -2.2982
H 1.8108 2.6122 -0.6008
C -1.6189 -2.5659 -1.1906
H -1.8488 -4.6758 -0.9807
C -2.1886 2.0722 2.3170
C 0.3506 3.2105 3.5249
S -1.3988 0.1650 -1.6795
H -3.9816 -0.4723 -2.4334
H -3.7741 -0.9099 2.0774
C 3.0022 -2.2648 -1.8884
As 2.5151 -0.4437 -1.3993
C -2.9760 -0.1838 2.0528
H 2.1759 1.4260 -3.1226
H 3.3199 4.7463 3.1530

Its spin multiplicity is 6. The highest occupied orbital energy (spin up / spin down) comes out at -10.08 / -10.95 eV. The expectation value of S² is 8.781. Its charge is +1. The LUMO energy (spin up / spin down) is -2.05 / -5.92 eV. The calculation puts the orbital gap (spin up / spin down) at 0.2951 / 0.1848 hartree.


DFT (ωB97M-V/def2-TZVPD) results for 2 unconnected molecules or ions with the total composition C21H23BF2NO at a distorted geometry.

Geometry (Å):
F 3.0946 -4.0119 -1.1157
C -2.7424 0.2096 3.5719
H -0.5343 0.5859 1.0380
H -3.1656 -2.3949 3.3295
C 1.5221 0.5972 -1.5476
C 4.0832 -2.2840 0.1851
C -4.0489 -1.7561 3.3893
H 4.4524 -4.0618 1.2733
C -0.1890 -0.5091 -3.0267
F -1.8305 -1.4757 -4.4332
B 0.2825 2.8675 2.1719
O -3.7510 -0.5914 4.1208
H 5.6768 -2.8086 1.5002
H 1.8052 1.5818 -1.2111
C -1.8690 0.8718 -4.0535
H 5.6210 -3.7327 -0.0083
H -3.8477 0.3639 -4.6056
H 0.7868 2.5132 1.1694
C 0.3918 0.6091 -2.4007
C 2.3433 -0.4272 -1.0149
H 1.6395 -2.1631 -2.1084
H -3.3844 2.0173 -5.0212
H -2.9327 1.6053 5.1684
H 0.2071 2.7378 -2.1709
H -0.1865 3.9321 1.9895
H 0.2022 -1.4946 -2.8888
H -4.3980 -1.4894 2.3898
C -2.4076 1.3763 4.2590
H -2.7626 0.6569 -5.9668
C -1.4310 2.2057 3.7791
H -4.8426 -2.2923 3.9136
C -1.0779 0.7858 1.9452
H 3.3637 1.0044 0.2202
H -1.7851 2.9436 -3.5631
C -2.0497 -0.0716 2.3925
C -0.2168 1.8605 -2.6287
H -1.1620 3.1084 4.2976
C -3.0292 0.9882 -4.9621
C 3.1556 -2.7013 -0.7718
H 1.1239 2.9668 2.9896
N -0.7803 1.9059 2.6363
H 4.8300 -0.6232 1.2912
C -1.2919 -0.3817 -3.8397
C 2.3052 -1.7918 -1.3583
C -1.3257 1.9818 -3.4228
C 3.2935 -0.0352 -0.0496
C 4.1289 -0.9443 0.5421
H -2.2789 -0.9614 1.8345
C 5.0120 -3.2732 0.7715

The highest occupied orbital energy comes out at -11.33 eV. Its charge is +1. The LUMO energy is -5.78 eV. The calculation puts the orbital gap at 0.2038 hartree.


DFT (ωB97M-V/def2-TZVPD) results for a molecular structure, C21H23BeFN3SSi.

Geometry (Å):
N 1.7136 0.0842 0.0813
H 2.0269 -0.0070 -3.7393
H 4.3771 -0.2309 1.0244
C 0.6810 6.7209 -0.9274
H -2.7215 -2.2643 -4.7861
C -0.6498 6.7002 1.0903
H 0.1126 8.4738 0.1636
H 0.8420 0.2763 4.4806
H 2.9317 -2.4714 -1.3703
C -0.1029 4.6540 -0.0170
C 1.6359 0.1614 3.7557
H 1.1031 4.7999 -1.7942
C -1.8454 -0.6748 -1.9245
C -2.4944 -1.4492 -4.1113
C 2.2633 0.0356 1.3559
C -2.1595 -1.7202 -2.8105
H 4.3809 -1.7421 -0.6807
H 3.2492 -0.0345 5.1570
H 0.8928 0.9464 -2.7844
C 0.6086 5.3425 -0.9990
Be 0.1340 0.3934 0.2557
C 2.9695 -0.0098 4.1141
F 0.0344 0.3523 1.9486
H -2.2669 1.9219 -3.9693
C 0.0523 7.3948 0.1128
C -0.7345 5.3217 1.0316
C -2.5373 -0.1256 -4.5840
C 1.4882 0.0272 -2.7891
H 0.8134 -0.8331 -2.7580
S -1.4252 -0.9476 -0.2869
C 1.3832 0.1724 2.4192
H 4.5659 1.4478 -0.6753
C 3.8245 1.4419 -1.4769
H -2.1106 -2.7305 -2.4322
H -1.2736 4.7638 1.7856
N -1.9287 0.5767 -2.4279
Si 2.6862 -0.0315 -1.3584
C 3.5956 -0.1257 1.7647
C -0.1836 3.2249 -0.0828
H 4.3656 1.4626 -2.4261
H -1.7168 1.3312 -1.7869
H 1.2314 7.2701 -1.6783
C 3.6247 -1.6313 -1.4589
N -0.2384 2.0794 -0.1292
H -2.7944 0.1044 -5.6063
H 3.2455 2.3661 -1.3948
H 4.1319 -1.7114 -2.4240
C 3.9259 -0.1487 3.1152
H -1.1300 7.2334 1.8987
H 4.9631 -0.2819 3.3930
C -2.2487 0.8735 -3.7109

The highest occupied orbital energy comes out at -10.13 eV. Its charge is +1. The LUMO energy is -3.22 eV. The calculation puts the orbital gap at 0.2539 hartree.